Molecular formula: C27H29IrN12O4PS2
Method: DFT, ωB97M-V/def2-TZVPD

Cartesian coordinates (Å):
1 Ir 2.025 0.204 -0.466
2 C 1.244 -0.102 4.454
3 N 2.061 0.955 3.852
4 C 2.973 1.742 4.532
5 C 3.536 2.563 3.629
6 N 2.945 2.286 2.402
7 C 2.054 1.290 2.553
8 S 0.945 0.565 1.441
9 C 3.285 2.990 1.194
10 C 3.674 4.310 1.273
11 C 4.179 4.900 0.124
12 C 4.269 4.150 -1.035
13 C 3.784 2.857 -1.016
14 N 3.292 2.268 0.087
15 H 1.539 -0.202 5.494
16 H 1.411 -1.039 3.929
17 H 0.190 0.162 4.400
18 H 3.148 1.631 5.588
19 H 4.324 3.287 3.734
20 H 3.589 4.862 2.198
21 H 4.508 5.930 0.145
22 H 4.700 4.549 -1.941
23 H 3.785 2.265 -1.922
24 O -0.500 1.799 -3.493
25 S 0.004 1.530 -2.190
26 O 1.313 2.112 -1.887
27 O -1.045 2.172 -1.192
28 O 0.099 0.085 -1.759
29 N -2.453 -8.963 -3.413
30 C -1.883 -8.073 -2.963
31 C -1.166 -6.958 -2.392
32 C 0.062 -7.161 -1.769
33 C 0.731 -6.093 -1.194
34 C 0.154 -4.835 -1.239
35 C -1.059 -4.616 -1.871
36 C -1.718 -5.682 -2.457
37 N 0.823 -3.727 -0.613
38 C 1.567 -3.766 0.551
39 C 2.039 -2.515 0.749
40 N 1.586 -1.713 -0.284
41 C 0.854 -2.476 -1.087
42 H 0.496 -8.151 -1.746
43 H 1.702 -6.241 -0.739
44 H -1.492 -3.625 -1.906
45 H -2.665 -5.532 -2.959
46 H 1.674 -4.665 1.133
47 H 2.687 -2.138 1.519
48 H 0.388 -2.159 -2.003
49 C -5.235 2.018 0.986
50 N -4.585 2.911 -0.071
51 C -5.008 2.416 -1.477
52 N -4.732 1.034 -1.630
53 C -5.364 0.241 -0.586
54 N -4.894 0.662 0.735
55 C -3.524 0.310 1.014
56 P -2.305 1.268 -0.282
57 C -3.093 2.910 0.099
58 C -3.301 0.732 -1.756
59 H -6.311 2.170 0.916
60 H -4.875 2.353 1.957
61 H -4.934 3.864 0.038
62 H -4.451 3.015 -2.195
63 H -6.073 2.626 -1.556
64 H -5.120 -0.808 -0.734
65 H -6.446 0.361 -0.631
66 H -3.350 -0.753 0.857
67 H -3.222 0.609 2.017
68 H -2.669 3.672 -0.551
69 H -2.881 3.180 1.134
70 H -3.188 -0.347 -1.866
71 H -2.897 1.190 -2.660
72 N 7.231 2.383 -0.924
73 C 6.702 1.362 -0.841
74 N 6.097 0.180 -0.755
75 C 4.928 -0.087 -0.494
76 N 3.843 -0.501 -0.189

energy relative to the best compared isomer or geometry (same formula, charge and spin)	75.5	kcal/mol
HOMO (alpha / beta)	-13.0 / -13.2	eV
Kohn-Sham gap (alpha / beta)	6.632 / 6.685	eV
2S+1	2
net charge	+2



Molecular formula: C27H29N7O2S
Method: DFT, ωB97M-V/def2-TZVPD

Cartesian coordinates (Å):
1 C -1.292 -1.045 3.965
2 C -1.569 -0.712 2.533
3 C -0.527 -0.592 1.626
4 C -0.766 -0.246 0.303
5 C -2.062 -0.032 -0.165
6 C -3.098 -0.154 0.756
7 C -2.861 -0.486 2.075
8 H -3.691 -0.565 2.762
9 H -4.109 0.029 0.422
10 C -2.359 0.343 -1.584
11 H -2.900 1.287 -1.608
12 H -2.993 -0.415 -2.045
13 H -1.457 0.456 -2.181
14 N 0.348 -0.168 -0.585
15 C 1.257 0.818 -0.608
16 O 2.266 0.772 -1.287
17 C 1.050 2.037 0.307
18 N -0.292 2.409 0.605
19 N -1.135 2.904 -0.264
20 N -2.240 3.118 0.350
21 C -2.047 2.742 1.635
22 N -0.806 2.300 1.813
23 C -3.058 2.798 2.641
24 C -4.358 3.194 2.480
25 C -5.102 3.098 3.669
26 C -4.363 2.633 4.712
27 S -2.738 2.301 4.267
28 H -4.675 2.466 5.724
29 H -6.141 3.364 3.748
30 H -4.742 3.536 1.537
31 H 1.554 2.869 -0.193
32 H 1.547 1.836 1.261
33 C 0.536 -1.343 -1.437
34 C 1.342 -2.415 -0.761
35 C 2.528 -2.142 -0.081
36 C 3.217 -3.192 0.504
37 N 2.813 -4.450 0.453
38 C 1.690 -4.712 -0.193
39 C 0.920 -3.741 -0.812
40 H 0.008 -4.007 -1.323
41 H 1.393 -5.752 -0.210
42 H 4.141 -3.019 1.039
43 H 2.912 -1.136 -0.019
44 H -0.466 -1.736 -1.647
45 C 1.087 -0.873 -2.815
46 O 0.419 -0.120 -3.489
47 N 2.232 -1.445 -3.203
48 H 2.785 -1.937 -2.518
49 C 2.955 -1.008 -4.381
50 H 2.230 -0.505 -5.022
51 C 4.129 -0.106 -3.990
52 C 5.241 -1.074 -3.565
53 H 6.216 -0.710 -3.885
54 C 4.906 -2.432 -4.215
55 H 4.722 -3.188 -3.450
56 H 5.724 -2.793 -4.837
57 C 3.639 -2.200 -5.049
58 H 3.902 -1.927 -6.071
59 H 2.995 -3.076 -5.082
60 H 5.270 -1.168 -2.479
61 H 3.843 0.578 -3.194
62 H 4.436 0.477 -4.858
63 H 0.491 -0.761 1.949
64 H -2.191 -1.400 4.461
65 H -0.943 -0.154 4.486
66 H -0.519 -1.807 4.041

energy relative to the best compared isomer or geometry (same formula, charge and spin)	0.0	kcal/mol
HOMO	-8.7	eV
Kohn-Sham gap	9.176	eV
2S+1	1
net charge	0